A.
Density functional theory data (ωB97M-V/def2-TZVPD) for an isolated molecule of C3H4N2.

The geometry in ORCA input format:
```
! RIJCOSX wB97M-V def2-TZVPD def2/J DEFGRID3
* xyz 0 1
N 1.42 -0.69 0.00
N 0.66 2.01 0.53
C -0.83 0.05 0.08
C -0.33 1.37 0.19
C 0.16 -0.98 -0.02
H 1.98 -1.54 0.06
H -1.86 -0.11 -0.19
H -0.98 1.89 -0.57
H -0.22 -2.00 -0.08
*
```


B.
Density functional theory data (ωB97M-V/def2-TZVPD) for an isolated molecule of C3H4N2.

Results
SMILES = c1c[nH]cn1

The geometry in ORCA input format:
```
! RIJCOSX wB97M-V def2-TZVPD def2/J DEFGRID3
* xyz 0 1
N -0.13 0.90 -0.33
N 0.38 -1.22 -0.58
C -0.25 0.33 0.91
C 0.05 -0.98 0.74
C 0.27 -0.07 -1.18
H -0.28 1.88 -0.55
H 0.10 -1.80 1.44
H -0.59 0.86 1.78
H 0.45 0.10 -2.23
*
```


Which one sits at the top of the stability order? B does.